Computed, not measured: a cluster of 3 separate species, C44H68F2N2O12S3 in total at a distorted geometry, with ωB97M-V/def2-TZVPD.

Summary:
orbital gap = 8.3705 eV
E_tot = -4123.8542 a.u.
max |F| = 3.43 eV Å⁻¹
SMILES string = C#CCCCc1c(CCCF)c(CCC(N)=O)c(CCCS(=O)(=O)O)c2c1Sc1c(cc([C@H](F)CC)c(COC(C)=O)c1S)N2.COCCOCCOC.COCCOCCOC
ΔE to the lowest compared entry with this formula, charge and spin = 0.00 kcal/mol

Structure (XYZ):
```
131
C44H68F2N2O12S3, DFT ωB97M-V/def2-TZVPD
O -1.822 -2.207 -11.388
C 2.683 -2.401 -3.210
H -2.076 -3.337 -3.284
H -2.832 9.127 10.721
C 0.239 8.916 10.794
H -1.692 -6.428 -7.157
C -1.861 -6.213 -6.086
C -1.159 0.807 -4.160
H 1.632 1.840 8.343
C -0.368 -9.054 -4.467
H 2.763 -6.849 -0.001
H -1.582 -4.917 -8.470
C 1.224 1.685 -3.597
C 1.665 -0.628 -4.506
H 4.900 4.419 4.773
C 2.388 -0.201 -2.227
C -1.701 -9.769 -4.882
H 3.227 0.293 -0.224
F -1.546 -11.134 -5.054
C 2.405 4.079 4.043
H 4.235 5.984 4.202
H -0.097 -6.371 -1.139
H -2.359 7.269 7.575
H 0.068 -9.718 -3.690
C -0.955 7.959 9.009
O -3.535 -5.232 -3.531
C -0.086 -6.454 -4.289
C 0.085 -4.510 -5.836
H -2.200 -7.168 -5.651
O -3.395 10.881 8.867
C 0.793 -9.342 0.647
O 2.900 4.748 5.192
H -4.845 10.666 10.288
H 1.229 -0.324 -5.470
H -2.445 -9.553 -4.087
H 1.474 -6.239 1.065
H -1.830 -3.052 -4.866
C -3.085 -5.232 -5.874
O -0.675 9.142 9.742
C 1.238 -4.049 -5.152
C 1.695 -6.710 -2.400
H 1.810 4.143 0.833
H -4.430 8.404 10.824
H 0.045 -2.781 -7.245
N 1.941 -2.863 -5.529
C -0.545 -4.535 -8.375
H -2.421 9.010 7.799
H -0.164 8.183 11.502
H 0.565 3.582 5.080
N -2.539 -3.331 -4.191
C 2.582 0.716 -1.011
H -5.123 9.736 8.785
C 1.090 -8.195 0.389
O 0.782 3.457 7.432
H 0.962 2.752 0.162
H -0.562 3.189 8.984
H 0.671 -10.409 0.738
O 4.057 3.312 0.044
O -3.404 7.821 9.199
H 0.069 -4.229 -10.477
S -1.966 -3.083 -10.263
C -0.340 -3.626 -9.644
H -1.863 -7.529 -3.770
O -2.752 -2.258 -9.110
C 0.013 1.727 -4.586
C -0.572 -5.708 -5.395
H 1.423 -2.326 -6.217
H 0.380 1.442 7.129
C -0.769 -7.722 -3.742
H -0.797 4.625 7.958
C -3.957 11.699 7.864
C -0.524 3.570 7.958
H 4.653 -1.452 -0.371
H 0.303 -2.751 -9.445
C -4.365 10.065 9.506
O 1.778 1.890 4.976
H 1.582 0.876 -0.553
H -0.949 7.084 9.671
H -0.169 7.845 8.251
C -3.709 8.850 10.134
H 0.322 -8.924 -5.314
H 0.778 2.826 3.508
C -0.497 -3.721 -7.034
C 4.211 5.238 5.005
C 1.697 -4.821 -4.055
O 3.202 1.936 -1.472
H 3.065 2.717 6.392
C 1.077 -5.997 -3.612
H -0.527 -7.809 -2.666
H 0.331 1.520 -5.625
H -0.910 -0.269 -4.126
S 3.154 -4.142 -3.219
H 0.385 9.857 11.322
H -2.067 -9.247 -5.789
H 2.780 0.986 6.464
H 2.778 -6.532 -2.292
C 2.100 -1.957 -4.422
H 1.091 -5.070 -1.052
H -3.369 -2.865 -8.664
H -4.439 11.088 7.093
H -3.152 12.268 7.401
H 1.202 8.570 10.405
C 2.844 -1.553 -2.105
H -3.205 -4.509 -6.702
H -1.239 3.030 7.327
C 2.293 1.951 6.303
C 3.057 2.925 -0.503
H -1.955 0.914 -4.929
C 1.300 3.112 4.425
C 0.994 -6.176 -1.112
H 4.532 5.708 5.933
C 1.668 -6.821 0.144
H -1.607 1.074 -3.186
H -1.527 -3.420 -6.757
H -4.684 12.397 8.295
C 1.219 2.108 7.361
H 3.210 3.529 3.542
H 0.199 -5.348 -8.401
C -2.305 8.062 8.326
C 1.779 0.266 -3.408
H 2.006 4.840 3.360
C 1.709 3.531 -0.082
S 3.585 -2.253 -0.627
H -0.361 2.771 -4.585
C -3.080 -4.601 -4.465
F 0.725 2.241 -2.402
H 1.528 -7.804 -2.466
H 2.015 2.365 -3.962
H -3.983 -5.881 -5.904
H 1.323 4.223 -0.856
O -2.738 -4.234 -10.667
```

---

Computed, not measured: a cluster of 5 separate species, C44H68F3N5O7S in total at a distorted geometry, with ωB97M-V/def2-TZVPD.

Summary:
orbital gap = 9.0104 eV
E_tot = -3215.2103 a.u.
max |F| = 4.50 eV Å⁻¹

Structure (XYZ):
```
128
C44H68F3N5O7S, DFT ωB97M-V/def2-TZVPD
O -3.693 2.515 0.690
H -3.285 -2.142 -2.121
O -6.557 0.575 -2.411
C -0.647 -4.561 0.545
C -3.326 0.053 -1.762
C 2.103 -0.649 -1.750
C -1.496 -4.809 3.498
H -0.509 4.129 -0.193
H 1.452 9.702 -0.751
C -8.792 -0.443 -1.906
C 1.848 -9.603 4.818
C -1.853 0.014 -2.284
H 6.407 7.538 4.676
C -0.780 -5.990 2.797
H 6.080 6.799 2.188
C 0.136 3.635 -1.011
O 0.852 2.177 3.060
H -1.811 -0.831 -3.075
H 3.984 -2.992 2.169
H 3.647 9.317 -1.826
C 2.060 2.162 -4.449
S -2.780 1.310 0.495
H 3.435 -6.185 -0.673
O -4.508 -4.008 -3.826
C -0.331 -5.890 1.323
C 2.973 8.475 -1.654
H 1.543 -0.327 -4.429
H -3.958 1.314 -3.623
N 3.396 -3.514 -2.453
C 0.776 2.149 -0.833
F -8.837 -1.734 -1.291
H -0.262 -0.404 -4.494
H 2.583 9.005 0.404
H 2.489 -1.717 -1.699
H -5.224 -4.685 -3.952
F -9.945 0.247 -1.455
H 3.770 -5.391 1.646
H 3.532 6.806 3.905
H 5.371 -3.507 1.197
O -3.670 0.212 -0.379
H -2.786 -2.261 -0.049
C 3.560 -4.660 0.860
C -1.782 -3.525 2.693
C 3.785 7.258 -1.314
H -0.328 -4.524 -0.545
H 2.659 1.911 -3.494
H 5.051 8.677 4.572
O -1.556 1.840 -0.480
C -7.511 0.362 -1.320
H -0.593 -6.962 3.378
C -1.770 -1.989 0.434
C 2.388 -8.406 5.594
C 0.150 0.728 1.113
O -6.310 -2.789 -4.548
H 1.543 6.752 0.091
H 0.007 1.785 -5.215
H -0.786 2.794 1.974
H 2.560 -7.580 4.897
H 4.054 -2.575 0.461
H -3.491 2.233 -2.125
C 2.013 8.795 -0.506
H -4.947 -1.576 -1.566
H -0.604 -2.556 -1.265
H 2.061 3.316 -4.511
H -7.871 1.396 -0.997
H 2.567 1.697 -5.362
C 0.599 0.088 -3.892
C 5.004 6.937 2.327
H 1.676 -10.455 5.482
H -5.912 2.565 -2.432
C -0.592 -1.647 -0.549
C 3.649 -4.279 -1.591
C -4.092 1.310 -2.492
C -5.135 -2.769 -4.100
H -0.321 -0.123 1.676
C -0.306 1.034 -0.385
H 1.887 -7.102 7.248
C 5.319 7.634 4.757
H 2.157 -0.192 -0.712
H 2.561 -9.910 4.049
H 4.485 6.232 1.674
C 0.127 -7.540 6.139
C -0.566 -0.226 -1.357
H 2.796 -0.016 -2.426
H 0.989 3.898 -2.715
H 0.484 -1.650 -2.741
C 3.971 -5.250 -0.492
H 1.293 -8.758 7.435
H 2.419 8.289 -2.578
C 0.626 -0.532 -2.443
H 5.043 -5.465 -0.508
H -6.988 -0.226 -0.480
H 0.177 -6.777 0.813
H -2.321 -2.660 3.207
H 4.860 5.659 4.052
C -1.370 -3.370 1.201
C 1.029 7.664 -0.224
H 0.908 -9.365 4.313
H -2.027 -1.272 1.275
N 4.342 9.436 1.613
H -3.499 -1.302 -4.491
C 4.614 6.692 3.787
C -5.577 1.552 -1.975
H 3.358 -8.670 6.025
N 0.374 4.405 -2.058
C 0.036 1.999 2.125
N 4.422 6.300 -1.047
H 1.380 1.943 -1.762
H 5.033 7.403 5.786
H -5.160 -0.546 -4.177
C 1.451 -7.951 6.715
C -4.082 -1.312 -2.261
H 1.287 0.521 1.093
H -1.855 -4.871 4.573
N -0.912 -7.216 5.684
H 0.347 7.947 0.582
H -0.035 2.223 -3.437
H -1.712 0.990 -2.891
C -4.428 -1.337 -3.819
H 1.601 2.332 -0.037
C 4.633 8.336 1.927
F -8.748 -0.631 -3.297
H 0.432 7.434 -1.111
H -5.688 1.681 -0.847
C 4.287 -3.359 1.186
H 2.481 -4.476 0.872
H 0.397 -1.766 0.041
C 0.557 1.629 -4.208
```

---

Computed, not measured: a cluster of 8 separate species, C44H68N9O7P in total at a distorted geometry, with ωB97M-V/def2-TZVPD.

Summary:
orbital gap = 6.6741 eV
E_tot = -3077.1553 a.u.
max |F| = 11.88 eV Å⁻¹
SMILES string = C=CC(=O)OCCCCCCC1=C(CCCCCCCCCCCCCC)C(=O)C(OC#N)=C(P(=N)(O)O)C1=O.CC#N.CC#N.CC#N.CC#N.CC#N.CC#N.CC#N

Structure (XYZ):
```
129
C44H68N9O7P, DFT ωB97M-V/def2-TZVPD
H 7.330 4.653 -0.732
N -8.620 -0.717 3.667
C 0.703 1.531 -3.051
H 4.194 -0.583 -1.093
H 2.517 -2.427 -0.697
H 3.008 -0.259 3.821
H -6.697 -4.509 -1.975
C -0.402 -4.848 -2.568
C -7.013 -4.543 0.304
O 0.701 1.782 4.556
H -5.568 -0.557 2.923
C -6.362 -5.191 -1.060
C 8.087 4.303 -1.439
C -2.137 1.672 -0.053
N 4.203 4.281 -3.830
H -3.553 -2.335 1.495
P 1.149 -1.437 4.230
H 7.492 3.448 -5.370
C 4.552 -2.927 0.444
C -3.256 6.101 3.604
C 0.714 2.252 5.951
H -3.251 7.011 4.212
H 4.730 -3.628 1.394
C 7.625 3.013 -2.098
C -5.451 -1.118 1.887
H 9.024 4.133 -0.902
C -2.980 1.052 2.986
H -1.376 -4.958 -3.052
N 7.241 1.943 -2.644
H 1.215 -2.834 2.505
H 2.721 -0.950 5.869
H 4.200 7.553 -4.372
O -2.442 2.699 4.985
C 4.084 -0.233 0.019
C -1.982 -1.281 3.836
C -8.236 0.353 4.212
H 3.195 -4.174 -0.898
C 4.750 -1.388 0.972
H -4.731 1.542 1.444
C -0.374 1.044 -1.916
N -0.229 -2.360 -1.338
H -7.613 2.412 4.111
H 2.216 2.296 -0.667
H 5.010 3.085 -1.226
H 4.148 1.940 0.993
H -5.994 -9.404 -1.236
H -4.301 2.969 2.699
H -0.821 3.281 -1.225
H 6.770 4.342 -6.730
C 3.972 7.025 -3.442
H 5.852 1.177 0.475
H 5.012 1.430 -2.143
C -0.307 -3.488 -1.896
C -6.305 -7.189 -2.385
C -0.725 2.193 -0.779
C 7.205 -2.027 -2.992
H 0.484 0.972 -4.073
H -0.006 0.049 -1.383
H 5.927 -1.185 0.966
H -1.885 3.129 1.689
C 4.099 5.525 -3.654
H 2.954 7.273 -3.132
N 2.181 -0.583 3.269
C 3.053 -3.286 -0.112
C 2.266 1.138 -2.631
C -5.472 -9.463 -3.543
H 7.708 -1.619 -2.111
H -6.135 -9.331 -4.506
H -0.281 -5.640 -1.825
C -3.883 2.088 2.042
C -6.208 -2.576 1.896
H 5.426 -3.196 -0.305
H -7.435 -2.280 -0.060
H 2.829 3.346 -2.133
O 1.871 -1.487 5.815
H 0.383 -4.946 -3.323
H -5.936 -0.396 1.080
C -2.778 2.766 0.987
H -2.402 6.124 2.922
C -0.527 -0.516 4.142
H 6.675 -1.220 -3.505
N -5.624 5.944 2.155
H -3.235 3.715 0.429
H 2.314 -3.712 0.704
C 4.707 1.272 0.206
C -2.973 -0.451 2.775
H 2.922 -0.182 0.271
C -6.539 -2.944 0.317
C -2.027 1.702 4.197
H -8.184 -4.529 0.329
H 2.375 0.038 -2.234
C -4.551 6.015 2.812
C -0.518 0.991 4.326
N 1.038 2.651 7.155
C -5.921 -8.811 -2.252
H 4.670 7.351 -2.667
C 4.498 2.034 -1.268
H -6.836 1.472 5.408
H -1.388 0.740 -2.465
C 7.602 4.320 -6.021
H -1.873 0.625 0.446
H 7.955 -2.447 -3.668
H -5.195 -5.135 -0.948
H -7.262 -2.395 2.425
O 1.001 -3.041 3.482
H -5.600 -2.742 -0.364
C 2.907 2.274 -1.638
O -6.131 -6.538 -3.547
O -2.302 -2.466 4.377
H -4.482 -10.096 -3.490
H -5.571 -3.398 2.437
H 8.540 4.233 -6.576
H 4.439 -1.319 2.115
H 2.878 1.193 -3.647
H -2.934 1.442 -0.890
H 0.603 2.679 -3.282
H 8.247 5.073 -2.200
C 6.222 -3.108 -2.573
H -3.164 5.233 4.262
O -6.872 -6.575 -1.159
C -7.774 1.643 4.871
H 0.122 2.115 0.055
N 5.407 -4.005 -2.226
N 7.614 6.646 -4.498
H -8.531 1.992 5.578
C 7.608 5.591 -5.189
H -6.557 -5.013 1.294
C -3.842 -1.188 1.575
H -3.587 -0.730 0.504
```